10
Properties=species:S:1:pos:R:3:forces:R:3 method="wB97M-V/def2-TZVPD" largest_force_ev_per_a=7.438 smiles=Nc1cnn[nH]1 charge=0 gap_ev=9.3
H 2.076 0.917 0.019 -1.3 -4.2 -1.4
C 0.288 -0.203 -0.171 -1.3 3.4 1.1
N -1.905 -0.597 -0.083 -3.7 5.0 -0.7
H -0.978 -2.065 -0.139 1.7 -1.9 -0.1
N -0.776 -1.107 -0.043 5.9 -1.0 -0.8
H 1.979 -0.608 0.711 0.5 -0.1 -1.1
H -0.249 2.098 0.176 0.4 -0.6 -0.7
N 1.776 -0.224 -0.245 -0.9 2.6 3.1
C -0.511 1.061 -0.062 5.9 -2.4 -0.4
N -1.701 0.728 -0.163 -7.3 -1.0 0.9